59
Properties=species:S:1:pos:R:3 method="wB97M-V/def2-TZVPD" multiplicity=2 total_charge=+2 lumo_ev="-8.701 / -9.241"
O -1.5984 -1.1667 -0.2692
H -1.5543 3.2956 0.7113
C 4.5480 3.1539 -3.7851
H 0.4271 -0.1845 -4.2166
H 2.6308 -2.6967 1.4914
H 1.2252 0.9834 -3.1542
H -2.7680 0.1204 -1.4073
H 2.6725 -0.8611 -2.7864
O 1.3050 -1.0849 1.4998
H 0.2088 3.1240 2.7777
C 1.6175 -1.0935 -2.6305
H 0.7695 2.9196 1.1129
Ru 0.0770 0.1998 -0.3233
C -2.0873 0.2287 1.6212
C 1.9580 -0.5769 2.6668
H -3.1454 -1.6138 -1.5959
H 3.6548 1.4004 -2.9434
O -1.6074 1.2404 0.6751
H -2.4682 -1.8893 1.4766
C 4.2054 5.1872 -2.5614
C -1.3797 -0.9310 -2.6202
C -2.3446 -0.8839 -1.4864
O 5.0366 7.1980 -3.2899
H 1.4167 -2.0654 -3.0835
H 5.3373 5.0922 -4.3617
H 2.5074 1.4023 1.9972
H 1.8678 1.3590 3.6546
H 3.2248 -1.0760 -0.3512
C 1.8600 -2.2381 0.8718
C 3.2309 3.1638 -1.7782
C 0.7317 0.0197 -3.1903
H 2.7997 -2.6712 -1.0354
N 4.4266 6.6481 -2.4061
H -1.8627 -0.7721 -3.5837
C -1.3386 2.4755 1.3922
H -0.8436 -1.8822 -2.6208
O 3.9058 7.1716 -1.4476
C 3.4561 4.5348 -1.6055
O 1.3461 -1.2150 -1.2182
O 2.9396 2.7606 0.3722
C 2.4346 2.4468 -0.7466
C 3.8064 2.4684 -2.8506
H 3.0450 5.0849 -0.7718
O 1.5137 1.6576 -0.9832
H 3.0268 -0.8006 2.6436
C 2.4285 -1.8159 -0.4691
H -3.5159 -0.8965 0.4538
C -2.5090 -0.9997 0.8520
H 4.9744 2.6386 -4.6344
C 0.1100 2.5077 1.8808
O 0.4691 1.1584 2.1359
H 1.0580 -2.9620 0.7201
H 1.5201 -1.0423 3.5517
H -2.0300 2.5306 2.2307
O -0.4476 0.1496 -2.3732
H -2.9201 0.6411 2.1898
C 1.7678 0.9350 2.6526
C 4.7548 4.5306 -3.6440
H -1.2742 -0.0084 2.2988

=====

10
Properties=species:S:1:pos:R:3 method="wB97M-V/def2-TZVPD" de_lowest_kcal_mol=36.76 lumo_ev=0.161
H 5.4533 -2.2965 -2.3261
O 0.3201 -4.4721 -1.0431
H 2.1056 -5.1158 -1.6645
C 1.7041 -4.3167 -1.0103
O 2.3369 -3.4711 -0.4069
O 6.1230 -1.5713 -0.3861
O 4.3677 -0.9351 -1.5349
H 0.1035 -5.2276 -1.6548
C 5.4058 -1.6829 -1.4048
H 3.8817 -1.4554 -2.2314

=====

18
Properties=species:S:1:pos:R:3 method="wB97M-V/def2-TZVPD" de_lowest_kcal_mol=91.12 lumo_ev=1.039
C -0.1104 0.8766 0.0675
H 1.6943 1.7207 0.7886
H 0.0827 -2.5432 0.4215
H 2.3223 -0.6024 0.4077
H 0.0377 -1.3201 1.6997
C 1.7972 -0.6239 -0.5494
H -2.1515 1.4419 0.7751
H 0.1811 2.7708 0.9110
N -1.6772 1.2153 -0.1017
H 1.9514 -1.6014 -1.0118
C 0.0908 -0.5146 -0.3199
H 2.1665 0.1484 -1.2263
H -0.3178 -0.7183 -1.3137
C 0.6236 1.8143 0.6552
H -2.4287 0.7655 -1.7644
C -0.3253 -1.5661 0.6982
O -2.5225 0.3945 -0.8714
H -1.4141 -1.6580 0.7341

=====

91
Properties=species:S:1:pos:R:3 method="wB97M-V/def2-TZVPD" multiplicity=3 total_charge=+2 lumo_ev="-4.416 / -5.701"
H 0.9324 4.1137 1.9005
H 2.9241 2.8604 4.2795
C 0.2308 3.0915 -1.1387
C 3.4141 -5.5134 -0.8360
Pt 1.2729 -1.3941 -0.9110
H -9.4415 1.6521 0.1449
H 4.9522 -3.4077 2.6865
H -6.9765 1.0734 -0.4012
C 1.4655 0.8001 3.3153
H -7.3126 -0.0883 -3.9455
H -0.3188 3.3704 -2.0018
H 3.2578 -2.1964 0.4473
H 4.1371 -2.9278 -5.8552
N -9.0044 2.1029 -1.8783
H 5.9919 -4.3625 -4.4856
H 2.7912 -4.7540 -0.3730
H 0.5857 1.0740 3.8228
Se 1.4930 -3.1664 -2.6008
C -7.4432 0.4791 -3.0309
C 0.9117 3.5012 1.0487
H 4.0872 -2.1179 3.4192
C 2.3539 3.1483 3.3824
N -7.5124 -0.3536 -1.8275
C 3.6606 -2.7946 -4.9041
H -1.5464 5.6490 -1.6703
H 4.1744 1.2225 2.9143
N 3.8467 -3.9591 -4.0465
H 5.8093 -5.7991 -2.1458
N 2.8531 -3.4835 2.4719
H -0.3074 5.9212 2.0014
C 0.7692 1.8051 -1.1222
N 3.8233 -5.0134 -2.1820
C 2.6164 -4.6293 3.3147
H -1.1077 -4.4925 1.0430
O 1.4696 0.1032 0.3025
C 2.1885 1.8861 2.4704
H -6.5724 1.1779 -2.9510
C -7.8157 0.3852 -0.5889
H 0.0827 5.4798 -2.3317
H -0.4018 6.9788 -1.5994
C -0.8101 5.9757 0.9969
H -9.8163 2.6962 -1.9941
C -8.6655 1.4230 -3.1588
H -8.2624 2.7701 -1.6497
H 3.5388 0.5417 1.4082
H -9.5435 0.9275 -3.5644
H 4.1689 2.2517 1.5956
H 3.0238 3.8577 2.9018
H 2.1961 -5.4320 2.6941
H 2.6268 -2.7190 -5.0858
C -0.1119 -3.1458 2.9915
C 5.1112 -5.2266 -2.7229
H 0.2341 -4.3188 -0.0959
H 2.8425 -6.3897 -1.0720
H 1.7695 5.8519 1.1458
C 1.2272 1.3853 0.0986
H 1.3907 7.2566 -0.0096
C -0.4835 5.9165 -1.5120
H -7.8223 -0.3811 0.2216
H 3.8923 -1.7774 -4.5231
H -1.1126 7.0230 0.7757
H -0.6979 -2.8765 0.3025
C 3.1791 -4.0703 -2.8545
H 4.2600 -2.1826 1.6328
C 1.9115 -3.0741 1.5779
H 1.4080 3.6384 3.6709
C 0.3562 4.0048 -0.1429
H -1.6920 5.3397 1.1836
N 2.2548 -2.3251 0.5587
H 1.9561 -4.4139 4.1287
H -0.9616 -2.4632 2.8533
H -9.9618 0.4194 -0.9848
H 2.2109 5.7707 -0.6173
C 1.3951 2.2391 1.2056
C -9.1604 1.1133 -0.7493
N 0.6366 -3.5282 1.8051
H 0.5739 -2.7956 3.7775
C 0.0712 5.5345 -0.1698
H -0.5643 -4.0965 3.3950
C 5.1154 -4.5676 -3.8860
C 4.0764 -2.7670 2.6088
H 4.2730 -5.7481 -0.1765
H 2.0686 0.4843 4.1675
C 1.4849 6.1435 0.1247
H 3.5898 -4.9400 3.7645
C 3.5874 1.4004 2.0491
H -8.4785 2.1893 -3.8997
Br 1.0681 0.5948 -2.6613
C -0.2867 -3.8323 0.7011
H -6.6748 -0.9503 -1.7260
H 1.2728 -0.1499 2.7813

=====

Number 1: largest force on an atom 7.617 eV Å⁻¹. Number 2: largest force on an atom 5.545 eV Å⁻¹. Number 3: largest force on an atom 5.116 eV Å⁻¹. Number 4: largest force on an atom 3.458 eV Å⁻¹.